[1]
C41H32Br4N2O4PS2Zr | the ωB97M-V functional and the def2-TZVPD basis

Properties
LUMO ... 2.31 eV
E ... -366625.388 eV
Energy above the lowest of the compared OMol25 structures with the same formula, charge and spin ... 0.756 eV
Total charge ... -1
Largest force on an atom ... 1.9 eV Å⁻¹
HOMO level ... -4.699 eV
Spin multiplicity ... 1
Gap between HOMO and LUMO ... 7.0 eV

Structure (XYZ):
```
87
Properties=species:S:1:pos:R:3:forces:R:3:mulliken_charge:R:1
H -0.714404 -1.811898 -4.051914 -0.08 0.11 0.09 0.55
N -1.651374 -1.043490 -2.285035 -0.05 0.01 -0.04 1.54
H -2.585934 3.528585 -2.437198 0.07 -0.13 0.14 0.31
C 4.327426 -2.622320 -0.095899 0.13 -0.01 0.08 -0.60
H 6.047330 2.946024 -0.500455 0.08 0.00 0.06 0.43
O 0.299227 -1.540888 -0.423134 0.33 -0.68 -0.45 0.78
C 4.703816 2.849244 -2.163601 -0.08 -0.02 -0.08 -0.63
C -0.277002 -2.616277 2.953655 -0.07 0.22 0.15 0.18
C -3.235162 2.189187 -0.287825 -0.16 0.40 0.60 -0.42
C -2.601567 2.505568 0.932317 -0.48 0.30 -0.37 1.05
C -3.150996 0.916948 -2.352776 -0.04 -0.42 -0.41 -1.61
N -2.408117 1.705561 -1.370091 -0.20 0.06 0.22 1.86
C 3.003674 1.450474 -0.437493 -0.23 0.05 -0.15 -0.32
C 4.272473 -2.531034 2.295059 0.05 -0.04 0.09 -0.62
C 2.009028 3.397247 4.348267 -0.01 0.08 0.04 -0.64
C 2.198958 3.878376 3.064532 0.03 0.09 0.08 -0.84
H 3.200418 -1.123144 -1.114687 0.04 -0.02 -0.02 0.10
H -2.723965 -0.399972 -4.003327 0.14 0.01 0.16 0.60
H 4.537740 -2.949543 3.255977 0.04 0.00 0.07 0.45
C 1.767607 2.049281 4.545043 -0.02 0.01 0.13 -0.94
C -0.213480 -1.786928 1.838156 0.33 -0.97 -0.13 -0.15
H 2.309007 4.939798 2.895719 0.05 0.09 -0.03 0.42
C 5.091272 2.590396 -0.857336 0.10 -0.04 0.13 -0.75
H -5.340570 -4.772790 -1.377470 -0.12 -0.07 0.03 0.39
C -3.371271 -2.062294 -0.813836 0.04 0.09 -0.46 1.17
O -0.609404 -0.545684 1.785549 0.13 -0.17 1.01 -0.62
H 0.373894 -1.043162 -2.887329 -0.19 -0.06 -0.08 -0.15
H 2.019774 4.076456 5.188364 -0.05 0.06 0.08 0.38
H 2.340166 3.399939 0.994087 0.06 0.02 0.01 0.43
C 0.174075 -3.937468 2.900131 0.12 -0.10 0.05 0.16
C -4.739827 3.199175 1.825425 -0.21 0.11 -0.03 -0.69
C -0.514039 -1.668482 -2.981992 0.47 -0.19 -0.15 -1.11
H 4.573892 1.670248 1.002173 0.03 -0.02 0.01 0.50
C 2.067814 1.634344 2.190983 -0.16 -0.07 -0.10 0.14
H 1.552116 1.683074 5.538293 -0.02 -0.08 0.07 0.44
C 2.618388 1.712426 -1.752644 -0.15 -0.05 0.16 -0.27
O 0.354982 1.107941 -1.410009 0.60 0.41 -1.52 0.80
C -4.613349 -3.998574 -1.571088 -0.03 -0.09 -0.10 -0.64
H 3.162601 2.553557 -3.626850 -0.07 0.03 -0.08 0.51
Br 1.526919 -4.281387 -1.003011 -0.15 0.02 -0.24 -0.18
C 0.799875 -3.624830 0.608631 0.02 0.05 -0.27 -0.49
C -4.339774 -3.054780 -0.608253 0.18 0.11 0.00 -1.04
H -5.096417 2.212919 -1.370938 0.07 -0.07 -0.07 0.35
C 0.733134 -4.435275 1.738990 0.02 -0.07 0.14 0.60
Br 1.419588 -6.186913 1.670546 0.06 -0.17 0.01 -0.21
C 4.706753 -3.141445 1.131779 0.02 0.01 -0.03 -0.62
C 3.481758 2.389122 -2.608961 -0.03 0.03 -0.16 -0.66
Zr -0.802539 0.123704 -0.143269 -1.66 0.93 0.16 -0.54
C -3.383011 3.007364 1.976686 0.15 -0.17 -0.15 -0.92
C 3.527584 -1.498758 -0.151917 -0.04 0.15 0.04 -0.75
H 5.346926 3.410012 -2.829115 0.04 -0.02 -0.01 0.39
H 3.169555 -0.931763 3.168190 -0.01 0.00 0.00 0.27
H -1.350147 0.618673 -3.511543 -0.05 -0.14 0.05 0.49
C 1.766350 1.175743 3.472376 0.01 -0.08 -0.09 -0.19
C -1.801837 2.881020 -2.012045 0.27 0.40 -0.23 -1.61
H 1.486582 0.144162 3.637069 -0.01 -0.05 -0.02 0.02
C 0.310329 -2.330160 0.619306 0.07 -0.79 1.15 0.30
H -5.326938 3.584536 2.647028 -0.03 0.02 0.09 0.38
H 4.636699 -3.111129 -1.007414 0.01 -0.02 -0.10 0.49
H -2.495370 -2.966679 -3.970755 0.09 0.02 0.01 0.34
O 1.059401 1.257276 -3.496722 0.24 0.09 0.34 -0.77
C -2.192229 0.027767 -3.136186 -0.30 0.50 -0.17 -1.11
C 3.114987 -0.850623 1.015740 -0.35 -0.20 -0.06 0.51
S -0.872500 2.393293 1.125833 0.21 0.05 0.34 -0.40
H -3.695622 1.559246 -3.062525 0.06 0.00 0.13 0.54
H -1.119419 2.591512 -2.810868 -0.05 -0.11 0.05 0.51
C 3.485727 -1.391361 2.243342 -0.06 0.16 -0.02 -0.34
C 2.226837 3.006240 1.994503 0.05 -0.09 -0.02 -0.23
P 1.921834 0.526988 0.739669 1.08 0.59 0.64 2.63
C -2.677739 -2.043303 -2.038455 -0.45 -0.22 0.50 -0.66
C -2.993725 -2.983940 -3.010962 -0.03 0.01 -0.12 -0.44
C -3.948025 -3.959207 -2.787528 0.04 -0.03 -0.02 -0.96
H -2.892198 3.238503 2.909942 0.05 0.00 0.09 0.50
H -1.229594 3.436007 -1.264352 -0.10 -0.08 -0.12 0.31
H -3.877454 0.293751 -1.820152 0.11 0.14 -0.13 0.49
H -6.405516 3.093042 0.476068 -0.11 -0.02 0.01 0.39
Br -0.979391 -1.899814 4.560012 0.01 0.17 -0.22 -0.18
C 1.262566 1.319051 -2.287444 0.32 0.27 -0.99 0.20
S -3.117523 -0.883476 0.436700 -0.18 -0.22 0.22 -0.53
H -4.152827 -4.688273 -3.556069 -0.05 -0.09 -0.07 0.41
H 5.332746 -4.019450 1.179208 0.02 -0.13 0.01 0.38
Br 0.021700 -5.053442 4.409033 -0.02 -0.04 0.22 -0.22
C -5.348680 2.919908 0.613569 0.00 -0.01 0.02 -0.91
C 4.260204 1.878136 -0.012707 0.10 0.04 -0.08 -0.12
C -4.594865 2.419438 -0.435319 0.00 -0.02 -0.09 -0.42
H -4.851770 -3.061935 0.342922 -0.05 -0.04 0.06 0.48
H -0.308161 -2.639378 -2.532373 0.02 0.20 -0.06 0.30
```
Forces are in eV/Å.


[2]
CH8N3 | the ωB97M-V functional and the def2-TZVPD basis

Properties
LUMO ... -3.62 eV
E ... -5627.873 eV
Energy above the lowest of the compared OMol25 structures with the same formula, charge and spin ... 3.787 eV
Total charge ... +1
Largest force on an atom ... 5.6 eV Å⁻¹
Structure (SMILES) ... NCN[NH3+]
HOMO level ... -15.067 eV
Spin multiplicity ... 1
Gap between HOMO and LUMO ... 11.4 eV

Structure (XYZ):
```
12
Properties=species:S:1:pos:R:3:forces:R:3:mulliken_charge:R:1
H -0.283904 -1.124587 -0.193733 -0.41 -0.10 0.88 0.50
H -2.021935 -0.921048 0.787109 2.16 1.11 -1.77 0.36
H 1.769486 -0.945651 0.643693 -1.99 1.11 -2.56 0.31
H -1.250925 1.304454 0.362812 -1.13 0.82 0.10 0.25
N 1.081779 -0.587759 -0.168086 3.84 -0.07 0.31 -0.65
N -1.346632 -0.655328 -0.053006 -2.21 -0.96 -2.45 -0.38
H 0.779475 1.162167 1.015993 0.61 0.61 2.95 0.36
C 0.595963 0.812428 0.081341 1.37 -0.56 -5.41 -0.32
H 0.932912 1.668923 -0.718280 -0.02 -2.30 2.02 0.23
H 1.616251 -0.665436 -1.111173 -1.09 0.18 2.27 0.31
N -0.790234 0.706460 -0.285207 -2.73 -0.68 0.71 -0.38
H -1.928283 -0.901622 -0.995016 1.61 0.82 2.95 0.39
```
Forces are in eV/Å.


[3]
C4H8N4O3 | the ωB97M-V functional and the def2-TZVPD basis

Properties
LUMO ... 0.41 eV
E ... -16375.431 eV
Energy above the lowest of the compared OMol25 structures with the same formula, charge and spin ... 7.115 eV
Largest force on an atom ... 4.6 eV Å⁻¹
Structure (SMILES) ... C/N=C(/NC=O)O/[N+]([O-])=N/C
HOMO level ... -9.699 eV
Spin multiplicity ... 1
Gap between HOMO and LUMO ... 10.1 eV

Structure (XYZ):
```
19
Properties=species:S:1:pos:R:3:forces:R:3:mulliken_charge:R:1
N -0.553228 -1.232664 1.806550 2.57 -0.67 0.06 -0.49
C 1.827491 -1.129898 -0.887105 -1.61 1.88 -1.25 0.05
H 1.677369 -1.386856 1.092483 -1.12 0.21 -0.64 0.23
O -1.605285 0.524891 -2.114369 0.40 0.65 -0.16 -0.69
H 0.129614 3.209999 -1.317332 0.59 -0.83 -0.21 0.28
H -1.537796 -1.284530 3.669358 0.36 0.85 -1.17 0.24
N 0.137875 1.156264 -0.819126 -0.34 0.05 1.19 -0.50
O -1.231865 -0.501636 -0.260069 1.26 -0.60 0.46 -0.35
H 1.195943 -0.712092 -1.710460 0.41 -0.85 -0.02 0.34
H -2.457086 -1.534677 2.248122 -1.02 0.06 -0.20 0.30
C 0.649689 2.253792 -1.589135 -0.18 0.19 -0.41 -0.83
H 0.616193 2.090482 -2.667531 -0.35 0.03 -0.05 0.33
H 1.695226 2.224456 -1.300792 0.13 0.77 0.00 0.34
O 3.019475 -1.266267 -1.033365 -0.82 -0.52 1.09 -0.53
N 1.062294 -1.157956 0.282294 4.32 -1.50 -0.10 -0.10
H -1.895908 0.134305 2.524338 -0.26 0.08 0.28 0.29
N -0.850921 0.513866 -1.158953 -0.73 -0.05 -0.89 1.08
C -1.645855 -0.921693 2.598703 -1.39 -0.64 1.11 -0.76
C -0.233226 -0.979786 0.636389 -2.20 0.89 0.90 0.77
```
Forces are in eV/Å.


[4]
C2H4NOS2 | the ωB97M-V functional and the def2-TZVPD basis

Properties
LUMO ... 3.52 eV
E ... -27345.797 eV
Energy above the lowest of the compared OMol25 structures with the same formula, charge and spin ... 2.115 eV
Total charge ... -1
Largest force on an atom ... 4.9 eV Å⁻¹
HOMO level ... -3.564 eV
Spin multiplicity ... 1
Gap between HOMO and LUMO ... 7.1 eV

Structure (XYZ):
```
10
Properties=species:S:1:pos:R:3:forces:R:3:mulliken_charge:R:1
H 0.517197 1.267466 -0.509938 0.45 0.08 0.12 0.26
H -0.088730 -2.523098 -0.932825 -1.38 0.58 0.44 0.16
C 0.219333 0.536282 0.225412 -0.68 -2.35 -4.29 -0.91
N -0.955614 -2.174215 -0.428937 0.99 -0.43 -0.56 -0.59
S -3.672507 1.194428 -0.188738 -0.24 1.06 -0.77 -0.45
H 0.735535 -0.402405 0.316479 0.61 0.25 0.34 0.31
S -1.302615 -0.701933 -0.925018 1.03 0.91 1.52 0.11
H -0.364254 0.855190 0.974387 -1.70 1.18 2.93 0.27
O -3.045475 -0.866417 1.291331 0.52 -0.29 -0.33 -0.50
C -2.906972 -0.147016 0.351547 0.40 -0.99 0.60 0.35
```
Forces are in eV/Å.


[5]
C10H24ClFI2O2P | the ωB97M-V functional and the def2-TZVPD basis

Properties
LUMO ... 2.45 eV
E ... -55579.719 eV
Total charge ... -1
Largest force on an atom ... 3.6 eV Å⁻¹
HOMO level ... -3.818 eV
Spin multiplicity ... 1
Gap between HOMO and LUMO ... 6.3 eV

Structure (XYZ):
```
41
Properties=species:S:1:pos:R:3:forces:R:3:mulliken_charge:R:1
H 3.553140 -1.677275 1.801964 2.28 0.92 0.01 0.18
H 5.116677 -1.589242 2.893687 -0.82 0.60 -2.30 0.25
C 0.429828 0.186636 3.132797 -1.00 -1.71 -0.74 -0.70
C -0.420959 0.250991 1.733161 -1.35 1.92 1.44 -0.52
H -2.553496 0.178230 0.881178 0.83 -0.31 2.07 0.11
C -4.294282 0.040860 -2.982722 0.39 -0.50 0.33 -0.51
F 4.400051 0.724030 0.205605 1.05 -1.13 2.54 -0.36
H -2.129949 1.219468 -3.734994 -0.06 0.00 0.04 0.38
H -5.109703 -0.176707 -2.285290 -0.02 -0.01 -0.03 0.36
H 2.635560 -0.535835 3.556217 0.20 0.06 0.09 -0.10
H 5.253448 -1.944013 0.982437 -1.07 1.26 1.81 0.29
C 4.138035 1.222442 2.718764 1.25 0.55 -1.23 -0.82
C 4.885391 0.284111 1.564540 0.11 0.15 1.34 0.24
O -3.198740 -0.840119 -4.983224 0.03 -0.21 0.43 -0.38
H 1.886237 2.021932 2.447854 -0.38 0.05 0.23 -0.13
H 2.325940 0.186621 1.627330 -0.38 -0.10 -0.02 -0.18
C 4.678498 -1.335437 1.822229 0.02 0.18 -0.54 -0.80
Cl 2.303687 1.547883 4.953915 3.08 0.63 1.78 -0.46
H -5.133209 -1.248589 -4.484685 0.00 0.00 0.04 0.36
H -3.940750 -2.057888 -3.454415 0.05 0.15 0.04 0.33
H -2.745358 2.211453 -2.378749 0.02 0.10 -0.07 0.31
I -0.403530 1.488945 4.734338 -3.26 -0.75 -1.21 -0.15
P 2.275524 0.728339 2.960593 1.18 -0.74 -2.08 0.66
H -0.172669 1.271926 1.172768 -0.33 -2.37 1.06 0.38
O -3.104573 0.182957 -2.200055 -0.23 0.18 -0.57 -0.25
C -2.287182 1.256921 -2.652787 0.11 -0.15 0.19 -0.80
H -1.315071 1.179590 -2.158543 -0.19 -0.08 0.04 0.22
H -2.517286 1.043140 2.555098 1.13 -1.91 -0.85 0.32
H 4.737589 1.233017 3.738585 -1.02 -0.14 -2.23 0.30
H -2.082266 -2.579581 -4.967917 0.07 -0.08 0.08 0.32
H -1.213546 -1.097333 -5.418081 -0.21 -0.02 0.06 0.24
C -1.968702 -1.514937 -4.744146 0.04 0.16 -0.21 -0.67
H -4.535723 0.976822 -3.501521 0.08 -0.13 -0.05 0.35
C -4.172589 -1.120738 -3.973735 -0.01 0.61 -0.25 -0.53
C -2.074691 0.140968 1.955740 0.79 -0.12 -1.08 -0.73
I 0.055714 -1.447230 0.365064 -0.04 0.88 0.71 -0.06
H -2.249803 -0.910290 2.445133 0.01 2.21 -0.81 0.28
H 6.049023 0.505341 1.617965 -2.38 -0.42 -0.56 0.25
H 4.106778 2.318212 2.247075 0.29 -2.17 1.13 0.30
H 0.417256 -0.939940 3.522391 -0.21 2.45 -0.62 0.44
H -1.624296 -1.385681 -3.715566 -0.05 -0.02 0.01 0.28
```
Forces are in eV/Å.


[6]
C11H24CsF3N4Se3Te | the ωB97M-V functional and the def2-TZVPD basis

Properties
LUMO ... 3.78 eV
E ... -229791.869 eV
Energy above the lowest of the compared OMol25 structures with the same formula, charge and spin ... 0.000 eV
Total charge ... -2
Largest force on an atom ... 0.7 eV Å⁻¹
HOMO level ... -0.817 eV
Spin multiplicity ... 1
Gap between HOMO and LUMO ... 4.6 eV

Structure (XYZ):
```
47
Properties=species:S:1:pos:R:3:forces:R:3:mulliken_charge:R:1
C -1.300220 2.730992 -1.149889 0.01 0.07 -0.04 -0.99
H -0.387035 4.256838 0.039992 -0.01 0.00 0.01 0.43
H -0.161152 -2.119069 1.635230 0.23 -0.13 0.26 0.51
C 1.259083 0.554835 -2.137659 0.02 0.08 -0.03 -0.50
H 1.321344 -3.202081 0.333632 -0.01 0.01 0.00 0.29
H 3.052502 -1.243559 -2.181794 0.00 0.00 0.02 0.30
H -2.336428 2.764600 -0.798348 0.00 -0.03 0.01 0.42
H 1.270232 1.558394 2.626235 -0.02 -0.03 -0.01 0.31
Cs -2.094463 -1.204425 -0.074282 0.10 0.05 0.08 1.06
H -1.842729 2.876374 1.532769 0.00 -0.03 -0.01 0.40
H 1.616690 1.043084 -1.224122 0.01 0.01 -0.01 0.12
F -1.532996 -1.698687 4.301938 -0.06 -0.05 0.05 -0.30
H 0.492532 -1.298136 -2.590845 -0.07 0.01 0.06 0.26
H 0.651273 2.878669 -0.233548 -0.01 -0.04 0.00 0.14
H -0.360476 0.742650 -3.517464 -0.02 -0.02 0.02 0.38
C 0.933153 -0.549603 2.351250 -0.10 -0.03 0.08 -1.30
C -0.380556 3.160595 -0.003518 -0.01 0.03 0.00 -0.41
H -1.159279 0.941864 2.401384 0.06 -0.01 -0.03 0.05
C 1.723888 -2.331464 0.858017 0.02 -0.03 0.01 -0.92
Se -3.847655 -0.467288 -3.040973 -0.02 -0.31 -0.04 -0.59
F -3.695734 -1.590976 4.076448 0.13 0.07 -0.04 -0.24
C 2.208486 -1.593968 -1.554846 0.03 -0.03 -0.05 -0.96
Se -0.395634 -4.259967 -1.900305 0.12 -0.05 -0.04 -0.70
C 0.805399 0.891940 1.868530 0.10 -0.02 0.08 -0.27
C 0.019342 1.284480 -2.643311 0.01 -0.06 0.03 -1.09
H 2.328284 -2.706990 1.705146 -0.01 0.00 -0.01 0.31
Se -3.968924 -2.771455 -2.436180 -0.24 0.14 -0.59 -0.38
H -0.232907 3.275819 2.131430 -0.01 -0.03 -0.02 0.35
F -2.472129 0.193548 3.746488 -0.06 0.00 0.03 -0.36
H 3.642802 -2.035415 -0.053302 -0.02 -0.01 0.01 0.42
H -1.897028 0.983442 -2.030466 -0.08 0.03 -0.09 -0.14
H -1.222673 3.491751 -1.950888 0.01 -0.02 0.01 0.29
H 2.787016 -0.544713 0.264398 -0.02 0.01 -0.02 0.16
Te -2.169641 -4.115496 -3.645753 -0.15 0.24 0.25 -0.09
N -0.574061 1.249108 1.628156 -0.15 0.02 -0.04 0.38
H 1.956184 -0.713448 2.720513 0.02 0.05 -0.03 0.28
H 2.063311 0.681209 -2.893786 -0.02 -0.01 0.01 0.29
H 0.269348 -0.688220 3.210912 0.03 0.05 -0.05 0.41
N 0.607956 -1.537600 1.333973 0.09 0.08 0.08 0.06
H 2.012608 -2.632442 -1.830243 -0.04 0.00 -0.01 0.30
C -2.521666 -1.213437 3.403631 0.04 -0.01 0.00 -0.22
H 0.325261 2.279918 -3.001003 0.03 0.01 -0.01 0.27
N 1.006973 -0.836165 -1.847237 0.02 0.01 -0.02 0.21
C 2.649974 -1.570248 -0.094102 0.05 -0.01 0.04 -0.42
H 1.376118 1.017852 0.944657 0.00 -0.01 -0.02 -0.02
C -0.779509 2.660330 1.386689 0.02 0.12 0.06 -0.96
N -1.046862 1.406557 -1.667551 -0.03 -0.08 -0.01 0.44
```
Forces are in eV/Å.


[7]
C6H6Br2 | the ωB97M-V functional and the def2-TZVPD basis

Properties
LUMO ... 0.69 eV
E ... -146400.640 eV
Energy above the lowest of the compared OMol25 structures with the same formula, charge and spin ... 2.027 eV
Largest force on an atom ... 5.1 eV Å⁻¹
Structure (SMILES) ... BrC#CCC/C=C/Br
HOMO level ... -9.053 eV
Spin multiplicity ... 1
Gap between HOMO and LUMO ... 9.7 eV

Structure (XYZ):
```
14
Properties=species:S:1:pos:R:3:forces:R:3:mulliken_charge:R:1
H -0.427190 -1.646356 0.860824 0.71 2.02 0.30 0.28
C 1.149884 -0.053035 0.636158 2.47 -1.95 1.92 -0.95
C -1.130289 1.216502 -0.365238 2.20 0.72 -0.94 -0.35
C 1.226860 -0.945373 -1.838166 0.30 1.00 1.74 0.39
H -0.298344 -0.583735 2.261322 0.50 0.35 -0.22 0.34
H -2.134263 0.166139 0.864241 -3.81 -0.85 1.69 0.45
C -0.171875 -0.536318 1.167651 -0.23 -2.39 0.42 -0.45
C -1.187414 0.334056 0.610377 1.06 0.76 -1.70 -0.24
C 1.254196 -0.410995 -0.730297 0.32 -2.41 -4.43 -0.28
H 1.198515 0.982927 0.712417 0.03 2.02 0.40 0.43
H -0.197064 1.510918 -0.944272 -1.52 -0.31 0.87 0.29
H 2.107347 -0.417501 1.186332 -1.70 0.28 -0.72 0.30
Br 1.290145 -1.721128 -3.501166 -0.07 0.50 0.91 -0.04
Br -2.680508 2.103899 -0.920183 -0.28 0.26 -0.25 -0.16
```
Forces are in eV/Å.